1.
The following is a quantum chemistry calculation of a molecular structure, C4H6N2O2, from the Open Molecules 2025 dataset.

The HOMO-LUMO gap comes out at 8.22 eV. The calculation puts the lowest unoccupied orbital energy at -0.23 eV. The total energy comes out at -11315.5058 eV. For the relative energy (zero: lowest compared OMol25 entry of this formula, charge and spin), the calculation gives 127.7 kcal per mole.

ORCA input file:
```
! RIJCOSX wB97M-V def2-TZVPD def2/J DEFGRID3
* xyz 0 1
O 1.58 -1.95 1.08
O -1.88 -0.81 1.36
N 0.55 -1.51 0.65
N 0.94 -1.29 -1.77
C 0.41 -0.86 -0.71
C 0.24 1.68 -0.38
C -0.73 -0.14 1.17
C -0.19 0.28 -0.09
H 1.18 1.69 -0.94
H 0.38 2.25 0.55
H -0.51 2.21 -0.97
H 0.68 -0.73 -2.58
H -0.50 0.44 2.07
H -2.13 -1.27 0.55
*
```

2.
The following is a quantum chemistry calculation of 8 unconnected molecules or ions with the total composition C3H20O8 in a non-equilibrium geometry, from the Open Molecules 2025 dataset.

The HOMO-LUMO gap (alpha / beta) comes out at 9.30 / 4.87 eV. The calculation puts the lowest unoccupied orbital energy (alpha / beta) at -5.15 / -9.53 eV. The total energy comes out at -19804.7491 eV. The expectation value of S² is 0.7567.

ORCA input file:
```
! RIJCOSX wB97M-V def2-TZVPD def2/J DEFGRID3
* xyz 1 2
O 1.65 1.85 2.25
O -1.05 -3.36 1.35
O -0.02 -1.20 0.05
O -3.11 -2.20 -0.07
O -1.96 1.61 2.70
O 2.27 -1.16 -1.98
O 3.28 0.25 -0.05
O -0.45 1.31 0.40
C -0.75 0.92 -2.00
C 0.06 1.12 -0.65
C -0.14 1.84 -3.04
H -1.80 1.00 -1.75
H 0.55 1.21 -3.60
H 1.15 1.24 -0.81
H -1.66 -3.34 0.59
H -0.36 -1.49 0.92
H -3.08 -1.25 0.13
H -0.92 1.93 -3.82
H 2.55 -0.91 -1.08
H -1.47 -3.07 2.18
H 1.43 2.22 3.12
H -1.65 1.17 3.51
H -0.09 -2.02 -0.45
H -2.67 -2.28 -0.92
H -1.24 1.83 2.14
H 0.49 2.69 -2.78
H 3.98 0.29 0.63
H 2.10 -2.09 -2.00
H 0.88 1.71 1.71
H -0.50 -0.15 -2.14
H 2.47 0.57 0.37
*
```

3.
The following is a quantum chemistry calculation of 19 unconnected molecules or ions with the total composition H37O19 in a non-equilibrium geometry, from the Open Molecules 2025 dataset.

The HOMO-LUMO gap comes out at 9.16 eV. The calculation puts the lowest unoccupied orbital energy at 2.37 eV. The total energy comes out at -39504.0186 eV. For the relative energy (zero: lowest compared OMol25 entry of this formula, charge and spin), the calculation gives 98.3 kcal per mole.

ORCA input file:
```
! RIJCOSX wB97M-V def2-TZVPD def2/J DEFGRID3
* xyz -1 1
O -0.81 -0.19 -0.99
O -2.25 2.16 2.12
O -1.47 -0.05 3.69
O -0.61 -1.69 -3.57
O 1.49 -3.24 2.48
O -0.26 -3.52 0.19
O 0.55 1.34 4.43
O 4.33 1.36 0.24
O -3.41 1.04 -2.72
O -3.58 -0.68 -0.03
O 0.89 3.85 -1.26
O 0.62 4.07 1.89
O -1.99 3.09 -0.53
O 3.33 -1.31 -2.75
O 2.50 -2.35 -0.26
O 1.00 0.94 -3.10
O 1.09 1.34 0.44
O -1.23 -1.44 1.36
O 1.00 -4.03 -2.18
H 0.81 -3.33 1.80
H -2.41 1.15 2.16
H -3.89 -0.21 0.75
H 0.11 4.44 -1.33
H -1.29 -1.45 -2.94
H 0.09 3.86 1.09
H 3.41 -2.57 -0.16
H 0.10 -2.93 -0.44
H 1.31 0.40 -2.37
H -0.64 -2.86 0.94
H 0.54 2.93 -1.57
H -2.04 3.07 0.42
H -0.93 -0.89 3.74
H -2.23 2.38 -1.13
H -0.41 1.12 4.51
H -3.08 -1.38 0.49
H 1.49 -3.65 -1.48
H 0.30 -3.50 -2.57
H 3.87 1.39 1.05
H -2.82 0.34 -2.47
H 0.80 2.09 0.97
H -0.99 0.04 2.79
H 3.55 -1.63 -1.87
H -1.45 -0.80 -1.40
H 1.66 -4.14 2.70
H 1.55 4.21 1.70
H 0.22 0.95 0.29
H 3.79 1.48 -0.55
H 0.08 -0.94 -3.65
H 0.69 1.16 3.47
H 1.65 0.89 -3.83
H -0.97 -0.57 -0.04
H 2.39 -1.69 -3.01
H -1.63 -1.91 2.06
H -4.30 0.73 -2.58
H -2.74 2.74 2.76
H 2.19 -1.62 0.29
*
```